C20H60N12O8 | ωB97M-V/def2-TZVPD

The calculation puts the frontier orbital gap at 8.23 eV. The calculation puts the energy above the lowest of the compared OMol25 structures with the same formula, charge and spin at 6.605 eV. For the strongest force on any atom, the calculation gives 5.9 eV/Å. The molar mass is 596.78 g/mol. The value obtained for the HOMO energy is -0.296 hartree.

```
100
C20H60N12O8 (ωB97M-V/def2-TZVPD)
C 2.509 -3.116 -2.981
O 3.054 -1.992 -3.676
C 4.334 -2.172 -4.326
C 4.391 -3.302 -5.307
C 5.829 -3.950 -5.529
N 3.888 -3.001 -6.629
H 1.907 -3.686 -3.688
H 1.870 -2.814 -2.151
H 3.326 -3.785 -2.708
H 4.702 -1.260 -4.797
H 5.079 -2.403 -3.564
H 3.793 -4.172 -5.038
H 5.762 -4.774 -6.240
H 6.448 -4.145 -4.653
H 6.460 -3.275 -6.107
H 4.459 -2.194 -6.839
H 3.008 -2.532 -6.468
C -4.839 0.436 3.669
O -4.299 1.659 3.473
C -2.882 1.693 3.479
C -2.163 1.330 4.782
C -2.697 2.070 5.959
N -0.837 1.817 4.821
H -4.254 -0.355 3.201
H -5.781 0.605 3.145
H -5.100 0.206 4.702
H -2.572 1.131 2.598
H -2.572 2.679 3.132
H -2.312 0.250 4.801
H -2.511 1.501 6.870
H -3.780 2.182 5.899
H -2.362 3.089 6.152
H -0.447 1.627 5.734
H -0.937 2.817 4.717
C -2.208 4.571 -4.184
O -1.176 3.854 -3.674
C 0.108 4.180 -4.186
C 1.275 3.444 -3.507
C 1.884 4.041 -2.244
N 2.372 3.251 -4.481
H -3.102 4.231 -3.662
H -2.247 4.756 -5.258
H -2.238 5.581 -3.775
H 0.099 3.764 -5.193
H 0.298 5.248 -4.295
H 0.976 2.425 -3.263
H 1.087 4.189 -1.515
H 2.266 5.051 -2.392
H 2.654 3.460 -1.738
H 2.567 4.124 -4.950
H 3.234 2.954 -4.045
C -3.122 0.359 -0.054
O -1.788 0.035 0.387
C -0.769 -0.031 -0.672
C 0.576 0.275 0.016
C 1.698 0.342 -1.051
N 0.883 -0.845 0.846
H -3.771 -0.158 0.652
H -3.227 0.113 -1.111
H -3.156 1.448 -0.018
H -0.795 -1.024 -1.119
H -1.021 0.716 -1.425
H 0.784 1.119 0.674
H 1.460 1.159 -1.731
H 1.717 -0.634 -1.537
H 2.637 0.627 -0.577
H 0.774 -0.571 1.812
H 0.228 -1.596 0.679
N 0.479 -0.689 4.101
C 1.716 -0.332 4.101
N 1.899 0.979 3.918
O 2.716 -1.020 4.189
H -0.168 0.087 4.102
H 0.338 -1.650 3.825
H 1.123 1.614 4.035
H 2.865 1.273 3.910
N 2.443 -4.119 0.808
C 3.516 -3.417 0.501
N 3.326 -2.153 0.509
O 4.581 -3.980 0.310
H 2.508 -5.112 0.636
H 1.684 -3.624 1.254
H 2.454 -1.723 0.781
H 3.843 -1.699 -0.231
N -5.912 2.265 1.107
C -6.549 1.457 0.365
N -7.304 2.077 -0.544
O -6.489 0.255 0.474
H -5.381 1.855 1.861
H -6.392 3.142 1.257
H -7.409 3.081 -0.575
H -7.884 1.426 -1.054
N -1.379 -3.593 3.902
C -0.288 -3.902 3.292
N 0.389 -4.720 4.075
O 0.303 -3.269 2.446
H -1.769 -4.213 4.597
H -1.976 -2.896 3.480
H 1.396 -4.635 4.084
H -0.113 -5.388 4.642
```

Here are the Mulliken charges for atoms 1 to 4, given in e: atom 1 (C): -0.71, atom 2 (O): -0.37, atom 3 (C): -0.80, atom 4 (C): 0.54


C4H7NOS | ωB97M-V/def2-TZVPD

The calculation puts the frontier orbital gap at 9.69 eV. The calculation puts the energy above the lowest of the compared OMol25 structures with the same formula, charge and spin at 2.206 eV. For the strongest force on any atom, the calculation gives 6.0 eV/Å. The molar mass is 117.17 g/mol. The value obtained for the HOMO energy is -0.335 hartree.

```
14
C4H7NOS (ωB97M-V/def2-TZVPD)
C -0.785 0.667 0.713
C 0.127 0.042 -0.415
C 0.151 -1.562 -0.140
C 1.683 -1.254 0.175
O 2.665 -1.934 0.244
N 1.545 0.025 -0.094
S 2.496 1.401 -0.030
H -1.785 1.042 0.428
H -0.357 1.571 0.987
H -0.807 0.005 1.638
H -0.230 0.511 -1.269
H 0.095 -2.141 -1.180
H -0.411 -2.104 0.634
H 2.137 1.915 -1.284
```

Here are the Mulliken charges for atoms 1 to 4, given in e: atom 1 (C): -1.29, atom 2 (C): 0.05, atom 3 (C): -0.60, atom 4 (C): 0.41


C35H48BBrN11O4S3Ti | ωB97M-V/def2-TZVPD

The calculation puts the frontier orbital gap at 7.05 eV. The calculation puts the energy above the lowest of the compared OMol25 structures with the same formula, charge and spin at 0.014 eV. The charge is +1. For the strongest force on any atom, the calculation gives 0.5 eV/Å. The molar mass is 921.63 g/mol. The value obtained for the HOMO energy is -0.360 hartree.

```
104
C35H48BBrN11O4S3Ti (ωB97M-V/def2-TZVPD)
Ti 0.513 1.803 -1.689
C 4.730 -0.739 0.587
C 3.355 -1.262 0.342
C 3.034 -2.586 0.365
C 1.710 -3.019 0.115
N 0.752 -2.158 -0.100
N 1.064 -0.864 -0.110
B -0.053 0.216 -0.136
N -1.451 -0.471 -0.331
N -1.879 -1.217 0.695
C -3.019 -1.840 0.591
C -3.797 -1.739 -0.589
C -3.374 -0.975 -1.631
C -4.154 -0.810 -2.894
C -2.130 -0.297 -1.460
S -1.510 0.767 -2.647
C -3.494 -2.647 1.788
C -2.403 -2.715 2.853
C -3.857 -4.069 1.344
C -4.735 -1.954 2.368
N -0.081 0.781 1.335
N 0.286 -0.030 2.329
C 0.234 0.423 3.549
C -0.253 1.727 3.826
C -0.616 2.563 2.815
C -1.099 3.958 3.029
C -0.471 2.050 1.495
S -0.718 2.990 0.077
C 0.729 -0.488 4.662
C 1.922 0.200 5.340
C 1.176 -1.836 4.103
C -0.390 -0.710 5.688
C 2.293 -0.366 0.045
S 2.478 1.327 -0.158
C 1.346 -4.493 0.126
C 2.221 -5.243 -0.886
C 1.596 -5.043 1.537
C -0.125 -4.687 -0.236
H 5.419 -1.549 0.819
H 4.727 -0.025 1.412
H 5.090 -0.199 -0.290
H 3.803 -3.319 0.574
H -4.740 -2.266 -0.658
H -5.071 -1.395 -2.857
H -3.562 -1.127 -3.753
H -4.405 0.239 -3.053
H -1.502 -3.191 2.464
H -2.764 -3.293 3.705
H -2.124 -1.719 3.197
H -3.001 -4.574 0.894
H -4.679 -4.084 0.627
H -4.174 -4.649 2.212
H -4.496 -0.943 2.700
H -5.105 -2.517 3.227
H -5.544 -1.892 1.638
H -0.317 2.068 4.851
H -1.178 4.182 4.091
H -2.072 4.107 2.559
H -0.414 4.669 2.563
H 2.725 0.383 4.623
H 2.313 -0.438 6.134
H 1.643 1.155 5.788
H 1.994 -1.720 3.389
H 0.359 -2.343 3.589
H 1.519 -2.467 4.924
H -0.729 0.226 6.134
H -0.025 -1.344 6.497
H -1.249 -1.204 5.231
H 3.282 -5.179 -0.642
H 2.079 -4.850 -1.894
H 1.950 -6.300 -0.892
H 2.640 -4.931 1.837
H 1.353 -6.106 1.570
H 0.976 -4.526 2.272
H -0.339 -4.312 -1.238
H -0.775 -4.158 0.461
H -0.365 -5.751 -0.204
N 0.626 3.769 -5.380
N 0.067 2.635 -5.953
C 0.318 1.404 -5.482
N -0.099 0.381 -6.216
N 0.926 1.321 -4.280
N 1.318 0.109 -3.871
O 1.339 -0.899 -4.541
O 1.653 0.102 -2.668
H -0.082 4.315 -4.904
H 1.105 4.313 -6.086
H -0.558 2.722 -6.742
H -0.468 0.532 -7.139
H 0.116 -0.554 -5.908
Br 4.620 7.799 -3.601
C 2.831 7.226 -3.395
C 1.796 8.114 -3.655
C 0.481 7.694 -3.505
C 0.204 6.395 -3.106
C 1.254 5.519 -2.852
C 2.575 5.930 -2.985
C 0.970 4.125 -2.443
O 1.882 3.381 -1.980
O -0.208 3.653 -2.536
H 2.020 9.124 -3.967
H -0.325 8.388 -3.695
H -0.814 6.056 -2.973
H 3.378 5.238 -2.773
```

Here are the Mulliken charges for atoms 1 to 4, given in e: atom 1 (Ti): -0.60, atom 2 (C): -1.76, atom 3 (C): -0.37, atom 4 (C): -0.47


What did the second record say?
C4H7NOS | ωB97M-V/def2-TZVPD

The calculation puts the frontier orbital gap at 9.69 eV. The calculation puts the energy above the lowest of the compared OMol25 structures with the same formula, charge and spin at 2.206 eV. For the strongest force on any atom, the calculation gives 6.0 eV/Å. The molar mass is 117.17 g/mol. The value obtained for the HOMO energy is -0.335 hartree.

```
14
C4H7NOS (ωB97M-V/def2-TZVPD)
C -0.785 0.667 0.713
C 0.127 0.042 -0.415
C 0.151 -1.562 -0.140
C 1.683 -1.254 0.175
O 2.665 -1.934 0.244
N 1.545 0.025 -0.094
S 2.496 1.401 -0.030
H -1.785 1.042 0.428
H -0.357 1.571 0.987
H -0.807 0.005 1.638
H -0.230 0.511 -1.269
H 0.095 -2.141 -1.180
H -0.411 -2.104 0.634
H 2.137 1.915 -1.284
```

Here are the Mulliken charges for atoms 1 to 4, given in e: atom 1 (C): -1.29, atom 2 (C): 0.05, atom 3 (C): -0.60, atom 4 (C): 0.41


> Look up the strongest force on any atom of the first one.

5.9 eV/Å


> Number 2 is which compound?

C4H7NOS


> The lowest frontier orbital gap belongs to which entry?

C35H48BBrN11O4S3Ti